Computed, not measured: a 6-piece molecular cluster, C40H85N3O10PS5 overall in a non-equilibrium geometry, with ωB97M-V with the def2-TZVPD basis set.

ORCA input file:
```
! wB97M-V def2-TZVPD RIJCOSX def2/J DEFGRID3
* xyz 1 1
C -4.13 2.92 4.19
C -4.88 1.73 4.80
C -4.33 0.37 4.38
C -3.18 -0.11 5.28
C -2.41 -1.30 4.70
C -3.24 -2.60 4.67
C -3.01 -3.46 3.42
C -3.44 -2.71 2.16
C -2.43 -2.69 1.01
C -1.03 -2.16 1.31
C -0.88 -0.67 1.00
N 0.51 -0.28 0.78
C 1.28 0.47 1.52
N 0.86 1.06 2.66
C 1.87 1.29 3.74
C 1.19 1.62 5.06
C 0.09 2.69 4.92
C 0.68 0.33 5.73
N 2.58 0.74 1.06
P 2.58 1.67 -0.48
C 4.33 2.03 -0.80
C 5.33 1.92 0.37
C 1.79 3.25 -0.01
C 2.09 3.85 1.38
H -3.35 2.59 3.49
H -3.65 3.54 4.94
H -4.80 3.56 3.62
H -4.86 1.82 5.89
H -5.93 1.79 4.51
H -5.12 -0.38 4.38
H -3.96 0.44 3.35
H -2.48 0.73 5.38
H -3.53 -0.33 6.28
H -2.08 -1.03 3.69
H -1.54 -1.48 5.33
H -4.31 -2.37 4.74
H -2.98 -3.19 5.55
H -3.57 -4.38 3.53
H -1.95 -3.74 3.39
H -4.34 -3.17 1.76
H -3.71 -1.69 2.43
H -2.37 -3.69 0.59
H -2.88 -2.08 0.22
H -0.32 -2.68 0.66
H -0.73 -2.35 2.34
H -1.34 -0.04 1.77
H -1.41 -0.45 0.07
H 0.92 -0.61 -0.08
H 0.07 0.56 3.06
H 2.46 0.38 3.86
H 2.55 2.08 3.44
H 1.97 2.02 5.70
H 0.26 3.50 5.63
H 0.04 3.10 3.91
H -0.88 2.27 5.18
H 1.49 -0.19 6.24
H 0.29 -0.38 4.99
H -0.10 0.54 6.45
H 3.07 -0.13 0.89
H 4.37 3.02 -1.26
H 4.63 1.32 -1.58
H 4.89 2.18 1.33
H 6.17 2.59 0.20
H 5.74 0.92 0.37
H 2.04 3.96 -0.80
H 0.72 3.05 -0.10
H 2.89 3.33 1.89
H 1.20 3.81 2.01
H 2.35 4.90 1.28
C -8.11 -3.57 -0.99
C -9.12 -2.41 -0.89
C -8.67 -1.51 0.26
S -6.89 -1.69 0.37
O -6.56 -2.30 1.64
O -6.23 -0.47 -0.03
C -6.73 -2.92 -0.92
H -8.23 -4.14 -1.90
H -8.24 -4.25 -0.14
H -9.12 -1.85 -1.82
H -10.13 -2.77 -0.73
H -8.88 -0.46 0.09
H -9.09 -1.82 1.22
H -5.93 -3.60 -0.66
H -6.49 -2.39 -1.84
C 7.01 -3.37 -0.16
C 8.28 -3.66 0.65
C 9.04 -2.34 0.81
S 7.80 -1.04 0.77
O 8.00 -0.24 -0.41
O 7.66 -0.42 2.06
C 6.39 -2.12 0.47
H 6.31 -4.20 -0.15
H 7.27 -3.17 -1.21
H 8.00 -4.05 1.63
H 8.90 -4.41 0.16
H 9.57 -2.27 1.76
H 9.72 -2.16 -0.01
H 5.68 -1.61 -0.18
H 5.94 -2.34 1.43
C 4.37 -0.62 -4.84
C 3.03 -1.21 -4.37
C 3.18 -2.73 -4.34
S 4.93 -3.05 -4.01
O 5.51 -3.72 -5.14
O 5.08 -3.59 -2.67
C 5.44 -1.33 -4.02
H 4.42 0.46 -4.69
H 4.51 -0.81 -5.90
H 2.81 -0.85 -3.36
H 2.22 -0.90 -5.02
H 2.60 -3.20 -3.55
H 2.94 -3.19 -5.30
H 6.44 -1.27 -4.43
H 5.45 -1.00 -2.98
C -7.91 3.49 2.26
C -6.68 3.56 1.34
C -7.03 2.81 0.05
S -8.82 2.96 -0.14
O -9.39 1.64 -0.02
O -9.13 3.80 -1.27
C -9.11 3.85 1.38
H -7.82 4.17 3.11
H -8.02 2.48 2.65
H -6.46 4.61 1.11
H -5.80 3.13 1.81
H -6.56 3.24 -0.84
H -6.80 1.75 0.11
H -10.07 3.53 1.80
H -9.13 4.91 1.14
C 6.09 2.37 -10.06
C 7.17 1.29 -10.27
C 6.96 0.21 -9.20
S 5.20 0.24 -8.82
O 5.03 0.65 -7.44
O 4.57 -0.97 -9.28
C 4.78 1.61 -9.89
H 6.04 3.06 -10.89
H 6.31 2.94 -9.15
H 7.07 0.86 -11.26
H 8.18 1.71 -10.20
H 7.21 -0.78 -9.54
H 7.49 0.43 -8.28
H 3.99 2.19 -9.42
H 4.43 1.19 -10.83
*
```

Values from the calculation:
E_LUMO ... -2.4 eV
Molecular weight ... 959.4 g mol⁻¹
Kohn-Sham gap ... 8.71 eV

Löwdin population analysis, charges in e, atoms 1 to 8: -0.10, -0.23, -0.22, -0.20, -0.21, -0.19, -0.19, -0.20